The following is a quantum chemistry calculation of C5H11NO in the gas phase, from OMol25.

Its HOMO energy is -9.67 eV. For the calculated total energy, the calculation gives -8901.5838 eV.

The geometry in ORCA input format:
```
! RIJCOSX wB97M-V def2-TZVPD def2/J DEFGRID3
* xyz 0 1
C 2.815 0.486 -0.179
N 1.474 0.094 -0.561
C 0.466 0.022 0.349
O 0.659 0.094 1.554
C -0.929 -0.107 -0.257
C -1.489 -1.515 -0.049
C -1.814 0.941 0.414
H 3.208 1.234 -0.874
H 3.509 -0.359 -0.126
H 2.751 0.939 0.810
H 1.231 0.074 -1.545
H -0.878 0.097 -1.337
H -1.464 -1.771 1.014
H -0.923 -2.275 -0.601
H -2.530 -1.552 -0.389
H -2.847 0.865 0.060
H -1.790 0.776 1.495
H -1.450 1.957 0.222
*
```


The following is a quantum chemistry calculation of a molecular structure, C5H11NO at a distorted geometry, from OMol25.

Its HOMO energy (spin up / spin down) is -6.52 / -6.52 eV. For the calculated total energy, the calculation gives -8895.3786 eV.

The geometry in ORCA input format:
```
! RIJCOSX wB97M-V def2-TZVPD def2/J DEFGRID3
* xyz 0 1
C -1.537 -0.400 -1.030
C 0.634 -1.336 0.237
C 1.331 -1.455 -0.953
O -0.802 -0.466 0.193
H 0.370 -2.270 0.728
H -2.253 0.419 -0.938
H -0.876 -0.224 -1.883
H -2.083 -1.332 -1.191
H 1.651 -0.591 -1.522
H 1.650 -2.423 -1.310
C 0.579 1.862 0.270
C -0.122 0.965 1.213
N -0.655 1.163 2.299
H -1.126 0.393 2.763
H 1.002 -0.577 1.022
H 1.355 1.330 -0.280
H -0.137 2.258 -0.452
H 1.021 2.685 0.834
*
```


The following is a quantum chemistry calculation of C5H11NO in the gas phase, from OMol25.

Its HOMO energy is -9.21 eV. For the calculated total energy, the calculation gives -8900.2751 eV.

The geometry in ORCA input format:
```
! RIJCOSX wB97M-V def2-TZVPD def2/J DEFGRID3
* xyz 0 1
C -0.331 -1.239 -2.090
C 0.543 -1.042 -0.851
C -0.218 -0.376 0.286
C 0.611 0.132 1.485
C 0.120 1.552 1.129
O -0.594 2.245 2.110
N -0.707 1.003 0.054
H -1.222 -1.831 -1.848
H -0.679 -0.280 -2.493
H 0.209 -1.757 -2.888
H 0.899 -2.018 -0.495
H 1.437 -0.455 -1.104
H -1.050 -1.037 0.568
H 0.288 -0.209 2.473
H 1.691 -0.014 1.391
H 0.900 2.251 0.809
H -1.354 1.689 2.335
H -0.544 1.386 -0.871
*
```


ΔE to the lowest compared entry with this formula, charge and spin (kcal/mol)
2.6; 145.7; 32.8